{
  "formula": "C12H38N2O8",
  "method": "ωB97M-V/def2-TZVPD",
  "species": ["O", "O", "O", "O", "O", "O", "O", "O", "N", "N", "C", "C", "C", "C", "C", "C", "C", "C", "C", "C", "C", "C", "H", "H", "H", "H", "H", "H", "H", "H", "H", "H", "H", "H", "H", "H", "H", "H", "H", "H", "H", "H", "H", "H", "H", "H", "H", "H", "H", "H", "H", "H", "H", "H", "H", "H", "H", "H", "H", "H"],
  "coordinates": [[-0.873, 5.770, 4.457], [-1.415, -3.422, 3.706], [1.738, 2.565, -1.015], [4.840, -0.921, -3.415], [-2.298, -3.969, -1.884], [-3.645, 1.130, 0.566], [-2.306, 2.429, 4.535], [-3.443, 4.252, 7.700], [3.035, 1.550, -3.497], [-1.904, -2.353, 0.654], [-2.840, -4.529, -3.079], [4.325, 1.332, -4.235], [0.852, 2.827, 0.077], [-1.163, -2.263, -0.618], [-1.865, -3.504, 5.041], [4.641, -2.295, -3.574], [2.772, 2.936, -3.137], [4.451, -0.177, -4.553], [1.520, 3.130, -2.229], [-0.951, -2.095, 1.757], [-1.953, -2.617, -1.852], [-1.664, -2.143, 3.114], [-0.849, 5.939, 5.398], [-1.532, -2.223, -2.777], [-2.015, 3.336, 4.445], [-2.925, -3.265, 5.127], [-2.765, 2.241, 3.716], [1.301, 4.160, -1.949], [5.122, -2.635, -4.491], [3.049, 0.996, -2.652], [-4.476, 0.916, 0.141], [4.351, 1.952, -5.131], [-1.789, -4.544, 5.358], [-2.048, -3.349, 0.735], [5.145, 1.642, -3.588], [-0.792, -1.244, -0.731], [-2.741, -1.980, 3.061], [-1.224, -2.950, 5.726], [-1.310, -1.378, 3.804], [-0.551, -1.114, 1.501], [-2.628, 4.737, 7.828], [3.612, 3.404, -2.622], [-2.315, -4.287, -4.003], [-0.024, -2.669, 1.785], [-0.153, 2.996, -0.308], [2.604, 3.565, -4.011], [-3.220, 3.572, 7.064], [-0.680, 6.617, 4.055], [5.226, -2.777, -2.790], [-0.274, -2.894, -0.609], [3.598, -2.605, -3.634], [-3.154, 0.309, 0.561], [0.611, 2.693, -2.642], [-2.990, -5.602, -2.965], [-3.807, -4.083, -3.312], [5.178, -0.283, -5.358], [0.876, 2.068, 0.858], [1.160, 3.704, 0.647], [-2.912, -2.101, -1.800], [3.489, -0.494, -4.956]],
  "atomic_forces_ev_per_a": [[-0.075, -0.314, -0.056], [-0.064, 0.105, -0.145], [1.246, -2.541, 3.247], [-0.502, 0.859, 0.023], [0.764, -1.769, -0.300], [0.095, 0.337, 0.123], [0.025, -0.161, 0.353], [-0.163, 0.140, 0.124], [0.183, 0.222, -0.776], [1.179, -0.983, -0.286], [-0.568, 1.091, 0.070], [-1.158, -0.688, 1.437], [0.235, 0.621, -0.683], [0.385, 0.084, -0.253], [0.086, -0.819, -0.180], [1.019, -0.367, -0.394], [-0.818, 0.507, 0.586], [0.067, 1.225, -0.342], [-0.270, 0.662, -0.623], [-0.747, 1.406, -0.030], [-1.845, 0.808, -0.099], [0.644, -0.352, 0.415], [0.010, 0.040, 0.243], [0.719, -0.385, -0.113], [0.177, 0.372, -0.112], [-0.050, 0.483, 0.107], [-0.179, -0.091, -0.257], [0.175, 0.800, -1.201], [0.013, -0.063, -0.414], [0.094, -0.099, 0.137], [-0.213, -0.039, -0.085], [-0.169, -0.206, -0.110], [0.125, -0.119, -0.201], [-0.888, -0.382, 0.018], [0.436, 0.005, -0.066], [-0.086, 0.194, -0.056], [-0.175, -0.029, -0.502], [-0.182, 0.496, 0.002], [0.382, 0.245, -0.030], [-0.183, 0.532, 0.601], [0.159, 0.105, 0.102], [0.287, 0.065, 0.317], [0.916, -0.201, 0.178], [-0.221, -0.831, -0.056], [-0.229, -0.175, 0.206], [-0.037, -0.244, -0.362], [0.009, -0.310, -0.283], [0.024, 0.188, -0.177], [-0.560, -0.118, 0.280], [0.283, -0.216, 0.097], [-0.163, 0.093, 0.378], [0.178, -0.422, 0.028], [-0.118, -0.030, -0.672], [0.335, 0.177, 0.177], [-0.534, 0.038, 0.405], [0.327, -0.250, -0.082], [0.019, -0.619, -0.664], [0.112, 0.563, -0.350], [-0.291, 0.606, 0.162], [-0.221, -0.244, 0.147]],
  "max_force_ev_per_a": 4.31,
  "smiles": "COCCNCCOC.COCCNCCOC.O.O.O.O",
  "e_lumo_ev": 0.35,
  "gap_ev": 9.08,
  "relative_energy_kcal_mol": 28.7
}

=====

{
  "formula": "C19H21NO4",
  "method": "ωB97M-V/def2-TZVPD",
  "species": ["O", "O", "O", "O", "N", "C", "C", "C", "C", "C", "C", "C", "C", "C", "C", "C", "C", "C", "C", "C", "C", "C", "C", "C", "H", "H", "H", "H", "H", "H", "H", "H", "H", "H", "H", "H", "H", "H", "H", "H", "H", "H", "H", "H", "H"],
  "coordinates": [[-4.243, 2.315, 1.210], [4.674, 2.252, 0.501], [-1.810, 2.373, 0.186], [-6.025, 1.199, 0.526], [-0.517, 0.818, -0.854], [3.132, 0.644, -0.498], [-1.538, -2.454, -0.638], [2.384, 2.720, 0.448], [1.878, -3.667, 0.463], [5.767, 1.416, 0.211], [0.584, -2.915, 0.409], [0.283, -1.961, 1.374], [1.080, 2.413, 0.130], [-4.178, 1.305, -0.991], [1.822, 0.336, -0.815], [-1.830, -1.489, 0.318], [3.427, 1.845, 0.140], [-4.909, 1.593, 0.324], [0.787, 1.210, -0.506], [-0.906, -1.259, 1.331], [-3.071, -0.651, 0.210], [-0.348, -3.159, -0.592], [-1.695, 1.331, -0.445], [-2.893, 0.473, -0.839], [3.908, -0.059, -0.753], [0.287, 3.098, 0.378], [-2.249, -2.657, -1.427], [-3.939, 2.262, -1.462], [-1.116, -0.516, 2.086], [-2.675, 0.008, -1.807], [2.625, 3.647, 0.942], [-4.880, 0.769, -1.632], [2.697, -3.000, 0.727], [-0.554, -0.073, -1.332], [1.602, -0.602, -1.305], [-0.139, -3.905, -1.346], [-3.303, -0.208, 1.180], [1.825, -4.447, 1.223], [5.873, 1.249, -0.866], [-3.317, 2.515, 0.902], [0.993, -1.762, 2.164], [5.683, 0.451, 0.723], [2.098, -4.138, -0.492], [6.646, 1.941, 0.581], [-3.923, -1.264, -0.093]],
  "atomic_forces_ev_per_a": [[0.295, 0.305, 0.426], [-0.199, 0.173, 0.064], [0.095, 0.301, 0.284], [-0.116, -0.035, 0.121], [0.007, -0.027, -0.297], [0.314, 0.103, 0.072], [-0.112, 0.108, 0.096], [0.333, -0.186, -0.048], [-0.029, -0.052, 0.060], [0.146, -0.116, -0.043], [-0.006, 0.013, -0.033], [-0.031, -0.042, -0.049], [-0.089, 0.048, 0.016], [0.048, 0.048, 0.037], [-0.255, 0.177, 0.050], [-0.140, -0.231, 0.153], [-0.225, 0.041, 0.005], [0.080, -0.141, -0.624], [0.350, 0.081, 0.077], [-0.085, -0.136, -0.006], [0.125, -0.043, -0.191], [0.123, 0.021, -0.004], [-0.114, -0.502, -0.590], [-0.197, 0.151, 0.214], [0.096, -0.041, -0.016], [-0.016, 0.029, 0.001], [-0.099, -0.025, -0.092], [-0.033, -0.039, -0.039], [-0.032, 0.121, 0.085], [-0.004, 0.034, 0.106], [0.018, 0.124, 0.062], [0.038, 0.060, 0.105], [0.103, 0.001, -0.001], [-0.152, 0.146, 0.124], [-0.034, -0.117, -0.040], [0.039, -0.080, -0.068], [-0.062, 0.003, -0.011], [0.084, -0.072, 0.024], [-0.012, -0.008, 0.037], [-0.350, -0.174, -0.090], [0.101, 0.041, 0.087], [-0.005, 0.023, -0.029], [0.066, -0.041, -0.038], [-0.031, -0.081, -0.044], [-0.032, 0.037, 0.047]],
  "max_force_ev_per_a": 0.78,
  "smiles": "COc1ccc(NC(=O)[C@H](CC(=O)O)Cc2ccc(C)cc2)cc1",
  "e_lumo_ev": 0.49,
  "gap_ev": 8.78,
  "relative_energy_kcal_mol": 0.3
}

=====

{
  "formula": "C3H3NO2",
  "method": "ωB97M-V/def2-TZVPD",
  "species": ["O", "O", "N", "C", "C", "C", "H", "H", "H"],
  "coordinates": [[0.108, -0.355, -0.815], [-1.905, -0.920, 0.031], [-1.515, 2.466, 0.161], [1.219, -0.561, 0.072], [-1.329, 1.342, -0.040], [-1.084, -0.099, -0.252], [0.875, -0.870, 1.063], [1.809, 0.356, 0.144], [1.821, -1.359, -0.365]],
  "atomic_forces_ev_per_a": [[-0.203, 0.000, -0.117], [0.435, 0.447, -0.140], [0.209, -1.110, -0.212], [0.261, -0.052, 0.179], [-0.199, 1.065, 0.199], [-0.369, -0.388, 0.159], [0.035, 0.014, -0.148], [-0.105, -0.107, 0.013], [-0.063, 0.131, 0.069]],
  "max_force_ev_per_a": 1.15,
  "smiles": "COC(=O)C#N",
  "e_lumo_ev": -0.38,
  "gap_ev": 11.32,
  "relative_energy_kcal_mol": 43.5
}

=====

Values of E_HOMO, in order: -0.321 -0.305 -0.430, all in Eh.